# 1
Entry from the Open Molecules 2025 dataset: a structure of composition C61H46NP3RuSi (ωB97M-V/def2-TZVPD).

Properties
E (a.u.): -3814.616731
<S²>: 6.082
HOMO level (alpha / beta) (eV): -11.305 / -12.746
Orbital gap (alpha / beta) (eV): 5.850 / 2.631
LUMO (alpha / beta) (eV): -5.5 / -10.1
F_max (eV/Å): 3.175
Molecular weight (g mol⁻¹): 1015.12
Multiplicity: 5
Charge: +2

CARTESIAN COORDINATES (ANGSTROEM)
H  -4.4832  0.6262  0.6793
H  -2.5467  6.4839  -1.8582
C  -3.5964  -4.5091  -1.7167
H  -3.8584  -5.4595  -1.1670
C  4.5447  4.0555  1.0277
C  -0.5002  1.5248  4.4372
Si  -0.1191  -0.2127  2.0385
H  1.6301  0.8301  -6.1341
C  -0.3073  1.3382  3.0755
C  1.9844  1.3820  -4.0557
H  -3.7523  -3.0856  -4.7879
C  -1.0172  4.9816  -2.1576
C  -0.4717  2.8119  5.0076
C  2.9052  2.3900  1.5403
C  0.1835  -0.5821  -3.4217
H  -2.6569  -3.6842  -0.0076
C  4.1771  2.9045  1.7311
C  3.6251  4.6749  0.1639
C  -4.5352  1.7599  -3.0464
H  3.5782  -1.1531  -2.3293
C  -0.2025  3.7766  2.8119
C  2.4080  4.0446  -0.1252
C  -3.5259  -3.1799  -3.7063
H  -6.4657  1.7914  -0.2280
H  -0.6989  5.3708  -3.1366
C  6.5328  -0.6188  -0.6193
H  -0.4395  4.9055  4.5792
C  -0.2277  2.4980  2.2585
H  -4.4239  -5.0974  -3.6379
C  1.6242  -4.4035  -1.6558
N  1.2390  -7.8303  -0.8064
C  -2.4604  5.1280  -0.2078
H  -0.1172  -0.8531  -5.5391
P  -2.1533  -0.6954  -0.6985
C  4.3065  -1.0782  -1.4902
C  -0.3595  3.8900  -1.6180
H  2.1632  -4.8271  -2.4952
C  1.5530  -3.0190  -1.4868
H  -5.5144  -2.4563  2.3351
Ru  0.1486  -0.1402  -0.3253
C  1.1826  -1.2595  2.9713
C  0.4333  -0.3101  -4.7393
C  1.0837  -6.6838  -0.7935
H  -4.5773  2.0548  -4.0821
H  -2.6514  -1.2627  -3.6128
H  -4.1154  -2.1493  4.4083
H  -0.6206  0.6558  5.1014
C  3.0373  -2.9834  4.0759
H  2.7939  2.0674  -4.2696
C  1.4072  0.6455  -5.0730
C  4.7057  -0.7373  0.8480
C  0.7067  0.1596  -2.3430
C  -2.9320  -3.4989  -1.0405
H  2.1381  1.7928  -2.0075
H  0.2744  -1.2376  4.9419
P  2.0447  -1.1751  0.4072
C  -4.5235  -1.9871  2.3075
C  3.1170  -2.6511  2.7189
C  -0.3893  3.9075  4.1658
H  3.9239  -3.0053  2.0979
C  1.6277  1.1417  -2.7337
C  2.2173  -1.7407  2.1246
H  1.7306  4.4979  -0.8441
H  -0.5833  2.9776  6.1109
H  3.8120  -3.6570  4.5010
C  1.1170  -1.6191  4.3189
C  -2.4481  -1.3249  3.3692
C  2.0232  -2.5128  4.8682
C  0.2283  -3.3252  0.4751
C  -3.9236  -4.3545  -3.0497
C  6.0455  -0.4867  0.6566
C  5.6732  -0.9272  -1.6990
H  7.6239  -0.5905  -0.7881
C  -1.8813  -0.9638  2.1354
H  -1.8235  -1.3654  4.2672
H  6.6848  -0.2363  1.5006
H  4.3255  -0.6117  1.8522
C  0.2667  -4.6927  0.3150
C  0.9622  -5.2781  -0.7651
C  -3.4281  0.4782  -1.2672
H  1.9412  -2.3845  -2.2877
C  -5.5398  1.6490  -0.8588
P  0.3066  2.2170  0.5680
H  -0.0002  4.6406  2.1613
H  -0.3338  -2.9354  1.3313
C  2.0071  2.9088  0.5791
H  1.8681  -2.8958  5.8949
C  -3.9895  -1.5963  1.0923
C  -2.0525  5.5864  -1.4401
H  -2.6745  0.7008  -3.2884
H  -2.2624  3.4260  1.1557
C  -1.8291  3.9810  0.2898
H  3.8570  5.6531  -0.2765
H  5.5676  4.4298  1.1379
C  -5.5411  2.1102  -2.1768
C  -2.7073  -1.0717  0.9823
H  -6.4026  2.6637  -2.5873
H  -0.2093  -5.3554  1.0343
C  -0.7039  3.4205  -0.3197
C  3.7854  -1.0618  -0.1615
H  -3.3170  5.5669  0.3728
H  4.9179  2.4257  2.3912
H  6.0791  -1.0788  -2.7142
C  -3.4826  0.9702  -2.5810
C  -2.6184  -2.2479  -1.6345
H  -4.5909  -1.6784  0.1849
C  -4.4924  0.8598  -0.4086
H  -0.4282  -1.4460  -3.1560
H  0.4372  3.3987  -2.1492
H  2.5898  1.5279  2.1308
C  1.0066  -2.4749  -0.3276
C  -3.7669  -1.7995  3.4284
C  -2.8798  -2.1438  -3.0251

Cartesian forces (eV/Å) of the 3 atoms listed first:
-0.04 -0.01 -1.16
0.37 -0.64 0.21
-0.18 -1.26 0.58

Atom charges from the Mulliken analysis, given in e for atoms 1 to 2: H 0.2976; H 0.4074

---

# 2
Entry from the Open Molecules 2025 dataset: a cluster of 2 separate species, C4H12NO3 in total (ωB97M-V/def2-TZVPD).

Properties
E (a.u.): -439.803257
HOMO level (eV): -15.341
Orbital gap (eV): 12.185
LUMO (eV): -3.2
F_max (eV/Å): 4.969
Molecular weight (g mol⁻¹): 122.14
Multiplicity: 1
Charge: +1
Energy relative to the best compared isomer or geometry (same formula, charge and spin) (eV): 1.940

CARTESIAN COORDINATES (ANGSTROEM)
O  -1.1716  -2.1609  1.0793
H  3.2209  0.8607  0.1330
H  -1.3912  -2.0985  0.1227
H  -2.0674  -2.1559  1.3976
H  -2.2193  1.5911  -1.2409
C  2.2026  0.9148  0.1599
O  -0.4600  0.4714  1.5314
H  -2.5112  0.9544  0.3630
H  0.2352  0.5042  2.2841
C  -0.0903  0.1686  0.3031
C  -2.2819  0.6616  -0.7134
H  -2.8278  -0.0326  -1.3850
H  1.8939  1.6225  -0.5233
H  2.3730  -0.5406  -1.7618
O  1.4552  -0.6998  -1.3756
H  1.6075  -1.1018  0.6406
H  -0.3675  -0.1271  -1.5051
H  1.9739  1.3088  1.2214
C  1.3313  -0.3496  -0.0431
N  -0.9053  0.2088  -0.6879

Cartesian forces (eV/Å) of the 3 atoms listed first:
-0.19 0.07 -1.70
2.76 -0.98 -0.27
0.68 -0.43 0.66

Atom charges from the natural (NBO) analysis, given in e for atoms 1 to 2: O -0.9284; H 0.2417

---

# 3
Entry from the Open Molecules 2025 dataset: a structure of composition C16H29OSm (ωB97M-V/def2-TZVPD).

Properties
E (a.u.): -1359.663902
<S²>: 8.786
HOMO level (alpha / beta) (eV): -15.935 / -15.775
Orbital gap (alpha / beta) (eV): 8.067 / 8.739
LUMO (alpha / beta) (eV): -7.9 / -7.0
F_max (eV/Å): 7.690
Molecular weight (g mol⁻¹): 387.77
Multiplicity: 6
Charge: +2

CARTESIAN COORDINATES (ANGSTROEM)
C  -2.9237  -1.0675  -2.1747
H  -3.0233  -3.0477  -0.1969
H  2.3450  4.6077  -0.0545
O  -0.4105  -0.5035  2.3314
H  -3.5222  -0.7723  -1.2967
H  2.6852  -1.1196  -2.4984
H  2.5103  3.0588  0.8068
H  -2.1854  0.3924  4.0569
C  0.3226  -2.2440  -0.6808
C  -0.0303  4.2096  -1.2230
H  0.3339  4.2527  -2.2558
C  0.7226  3.1523  -0.4226
H  -2.9812  -0.2522  -2.9026
H  0.9637  -4.1520  -0.0040
H  -1.0004  0.3290  5.4035
H  -1.9163  -4.3511  -0.6567
H  -3.4163  -1.9465  -2.6172
C  -1.0953  -2.3812  -0.8829
C  2.1841  3.5227  -0.1362
H  -1.1053  4.0009  -1.2578
H  -1.6727  -3.4940  0.8725
H  0.2024  2.9821  0.5317
H  0.3665  1.3113  -2.8401
C  1.0110  -0.7911  4.2287
C  -0.3348  -0.6254  -2.2228
C  2.2169  -0.6941  -1.5990
H  2.8068  3.1204  -0.9334
H  1.9061  -0.2123  3.9479
H  0.0985  0.1653  -4.1614
H  1.1863  -1.8395  3.9566
C  -1.1450  0.5750  4.3443
H  0.0956  5.2091  -0.7880
C  0.7971  -1.1517  -1.4948
C  -1.9722  -3.3625  -0.1759
C  -0.1988  -0.2531  3.5479
H  0.7069  2.2003  -0.9848
H  -1.2902  0.9254  -3.3441
H  2.2077  -2.8753  0.0936
H  -0.9343  1.6462  4.2037
C  1.1387  -3.0908  0.2319
Sm  -0.7007  -0.3043  0.0561
C  -0.2899  0.5051  -3.1908
H  0.8824  -2.9334  1.2961
H  2.8052  -1.0172  -0.7319
C  -1.5095  -1.3776  -1.8251
H  2.3056  0.3994  -1.6690
H  0.8571  -0.7060  5.3124

Cartesian forces (eV/Å) of the 3 atoms listed first:
-0.25 0.13 -0.31
0.19 -0.14 0.00
-0.17 -0.40 -0.07

Atom charges from the natural (NBO) analysis, given in e for atoms 1 to 2: C -0.6753; H 0.2416

---

# 4
Entry from the Open Molecules 2025 dataset: a cluster of 2 separate species, C4H11N3 in total (ωB97M-V/def2-TZVPD).

Properties
E (a.u.): -323.140641
HOMO level (eV): -9.042
Orbital gap (eV): 9.458
LUMO (eV): 0.4
F_max (eV/Å): 5.419
Molecular weight (g mol⁻¹): 101.15
Multiplicity: 1
Charge: 0
Energy relative to the best compared isomer or geometry (same formula, charge and spin) (eV): 4.514
SMILES: [H]/N=C/C.C/N=N/C

CARTESIAN COORDINATES (ANGSTROEM)
H  -3.2475  -0.2194  0.5371
H  2.8421  0.4394  0.0908
H  0.5490  -1.9441  -1.0961
C  -0.3142  1.3906  -1.5127
H  -0.1800  2.4690  -1.4300
H  0.4689  -1.0659  1.3056
H  -2.3490  -1.6937  0.6990
N  -1.3605  -0.2406  -0.3432
C  2.1492  0.2273  0.8983
H  0.6303  0.8723  -1.7267
N  -0.8407  0.9290  -0.2608
H  1.7560  1.1643  1.2845
C  -2.2476  -0.6073  0.7303
H  2.6714  -0.2981  1.6945
H  -0.9992  1.1618  -2.3361
N  1.3373  -1.5101  -0.6201
C  1.0036  -0.8123  0.3864
H  -1.8690  -0.2623  1.6989

Cartesian forces (eV/Å) of the 3 atoms listed first:
0.12 0.30 -0.09
0.02 -0.09 -0.14
0.02 -1.15 0.74

Atom charges from the natural (NBO) analysis, given in e for atoms 1 to 2: H 0.2265; H 0.2181